# C34H82N6O14

10 unconnected molecules or ions with the total composition C34H82N6O14 at a distorted geometry (ωB97M-V/def2-TZVPD, the OMol25 dataset).

```
! RIJCOSX wB97M-V def2-TZVPD def2/J DEFGRID3
* xyz 0 1
C 6.88 2.00 4.28
O 5.75 1.25 3.85
C 5.71 0.00 4.52
C 4.53 -0.88 4.14
O 4.48 -1.32 2.78
C 5.57 -2.16 2.43
H 6.89 2.86 3.62
H 7.79 1.40 4.14
H 6.82 2.26 5.34
H 5.67 0.17 5.60
H 6.62 -0.56 4.26
H 3.65 -0.23 4.24
H 4.48 -1.75 4.79
H 5.51 -3.08 3.03
H 6.57 -1.75 2.54
H 5.43 -2.41 1.38
C -2.09 -0.13 -2.71
O -1.00 -0.70 -2.02
C 0.07 0.19 -1.82
C 1.12 -0.38 -0.89
O 0.72 -0.36 0.45
C 1.75 -0.40 1.39
H -1.80 0.48 -3.58
H -2.71 0.43 -2.01
H -2.71 -0.92 -3.14
H -0.20 1.20 -1.50
H 0.53 0.37 -2.80
H 2.02 0.23 -1.04
H 1.42 -1.39 -1.19
H 2.39 0.48 1.30
H 2.38 -1.31 1.35
H 1.39 -0.54 2.41
C 1.95 -3.92 6.58
O 2.18 -2.76 5.83
C 1.28 -2.43 4.81
C 1.57 -3.07 3.47
O 1.33 -4.46 3.62
C 1.83 -5.25 2.54
H 2.69 -4.02 7.37
H 2.01 -4.83 5.97
H 0.97 -3.90 7.05
H 1.16 -1.35 4.69
H 0.30 -2.69 5.24
H 2.57 -2.73 3.20
H 0.86 -2.72 2.71
H 1.83 -6.26 2.95
H 2.83 -4.98 2.20
H 1.17 -5.12 1.68
C -4.51 3.97 -3.48
O -3.22 3.52 -3.74
C -2.83 3.70 -5.09
C -1.37 3.40 -5.30
O -1.18 2.01 -5.10
C 0.15 1.64 -5.29
H -5.24 3.31 -3.96
H -4.68 4.99 -3.86
H -4.70 4.03 -2.41
H -3.12 4.68 -5.48
H -3.41 2.95 -5.64
H -0.81 4.00 -4.58
H -1.17 3.65 -6.35
H 0.45 1.62 -6.34
H 0.29 0.61 -4.93
H 0.92 2.25 -4.80
C -1.31 -3.26 0.52
C -1.88 -4.05 -0.63
O -2.44 -5.12 -0.43
N -1.71 -3.50 -1.86
C -2.34 -4.13 -3.01
H -2.03 -3.42 1.33
H -1.32 -2.18 0.34
H -0.28 -3.44 0.80
H -1.46 -2.51 -1.93
H -1.57 -4.40 -3.74
H -2.99 -3.41 -3.51
H -2.91 -5.03 -2.79
C -1.43 -0.65 8.35
C -1.15 0.19 7.14
O -1.04 1.41 7.27
N -1.24 -0.40 5.93
C -1.06 0.38 4.70
H -2.06 -0.12 9.07
H -0.50 -0.88 8.87
H -1.92 -1.59 8.10
H -1.57 -1.34 5.85
H 0.00 0.58 4.57
H -1.51 1.37 4.76
H -1.55 -0.14 3.88
C 5.39 1.27 -0.16
C 6.60 1.26 -1.09
O 6.87 0.25 -1.72
N 7.19 2.44 -1.29
C 8.28 2.63 -2.25
H 4.97 2.28 -0.07
H 5.65 0.95 0.85
H 4.63 0.60 -0.53
H 6.95 3.24 -0.73
H 8.05 2.14 -3.19
H 9.18 2.26 -1.75
H 8.42 3.68 -2.50
C -0.65 -2.83 -5.75
C -1.82 -1.87 -6.02
O -2.90 -2.06 -5.49
N -1.50 -0.79 -6.76
C -2.52 0.18 -7.11
H -0.45 -2.75 -4.69
H 0.23 -2.55 -6.32
H -1.02 -3.83 -5.98
H -0.60 -0.81 -7.21
H -2.93 -0.03 -8.10
H -2.13 1.20 -7.13
H -3.29 0.21 -6.35
C -6.01 0.44 -2.69
C -5.73 1.80 -2.07
O -4.71 2.03 -1.43
N -6.64 2.76 -2.34
C -6.47 4.12 -1.86
H -6.67 0.57 -3.55
H -6.40 -0.21 -1.91
H -5.07 0.00 -3.03
H -7.53 2.46 -2.71
H -6.51 4.15 -0.77
H -7.31 4.71 -2.23
H -5.58 4.59 -2.27
C -1.80 1.29 0.62
C -2.57 2.22 1.52
O -2.00 2.63 2.54
N -3.81 2.54 1.17
C -4.65 3.40 1.99
H -0.79 1.64 0.43
H -2.32 1.17 -0.34
H -1.80 0.27 1.00
H -4.16 2.27 0.25
H -4.16 4.36 2.19
H -4.70 2.93 2.98
H -5.63 3.57 1.55
*
```

Summary:
ΔE to the lowest compared entry with this formula, charge and spin: 270.4 kJ/mol
E_LUMO: 0.37 eV
total energy: -2726.37916 Eh
HOMO: -8.8 eV
SMILES: CNC(C)=O.CNC(C)=O.CNC(C)=O.CNC(C)=O.CNC(C)=O.CNC(C)=O.COCCOC.COCCOC.COCCOC.COCCOC
strongest force on any atom: 4.0 eV/A

# C34H84N4O12

8 unconnected molecules or ions with the total composition C34H84N4O12 at a distorted geometry (ωB97M-V/def2-TZVPD, the OMol25 dataset).

```
! RIJCOSX wB97M-V def2-TZVPD def2/J DEFGRID3
* xyz 0 1
C -3.56 -3.74 2.08
C -4.69 -4.26 1.19
C -6.12 -3.87 1.78
O -6.63 -4.82 2.73
C -7.01 -4.26 3.95
N -4.45 -3.63 -0.11
H -3.81 -2.71 2.31
H -2.63 -3.74 1.51
H -3.46 -4.39 2.94
H -4.57 -5.34 1.05
H -6.80 -4.08 0.96
H -6.22 -2.81 2.01
H -7.97 -3.77 3.89
H -6.26 -3.59 4.37
H -7.13 -5.11 4.63
H -3.48 -3.83 -0.33
H -4.93 -4.17 -0.81
C 0.70 5.31 -3.14
C 0.67 6.83 -2.67
C 1.67 7.78 -3.36
O 3.07 7.52 -3.20
C 3.48 7.82 -1.87
N -0.66 7.37 -2.82
H 0.08 4.67 -2.52
H 1.74 4.99 -3.13
H 0.38 5.25 -4.18
H 0.86 6.86 -1.60
H 1.44 8.83 -3.17
H 1.49 7.68 -4.43
H 3.22 8.82 -1.53
H 4.50 7.50 -1.67
H 2.93 7.09 -1.27
H -0.79 8.20 -2.26
H -1.27 6.76 -2.30
C -1.18 -8.19 -1.29
C -2.13 -9.22 -1.88
O -2.26 -10.41 -1.10
O 0.13 -8.70 -1.22
H -1.54 -7.95 -0.29
H -1.28 -7.28 -1.87
H -1.70 -9.63 -2.78
H -3.09 -8.77 -2.15
H -3.18 -10.67 -1.16
H 0.13 -9.59 -0.87
C -2.23 -0.05 -2.42
C -0.84 -0.74 -2.09
O -1.02 -2.21 -1.93
O -3.06 -0.09 -1.30
H -2.84 -0.65 -3.08
H -2.10 0.98 -2.76
H -0.40 -0.34 -1.18
H -0.03 -0.56 -2.80
H -0.18 -2.64 -1.76
H -3.27 -1.03 -1.29
C 4.87 1.24 -1.59
C 5.44 2.53 -2.14
O 6.58 2.20 -2.87
O 4.18 0.54 -2.63
H 4.15 1.48 -0.81
H 5.67 0.57 -1.26
H 5.67 3.28 -1.38
H 4.81 3.10 -2.81
H 6.28 1.88 -3.72
H 3.98 -0.31 -2.23
C -8.47 1.31 -1.97
C -7.61 2.57 -2.18
O -6.50 2.33 -2.96
O -8.92 0.80 -3.20
H -9.22 1.44 -1.19
H -7.80 0.51 -1.64
H -7.33 2.93 -1.19
H -8.24 3.36 -2.59
H -5.79 1.88 -2.51
H -8.18 0.98 -3.79
C 3.94 -5.44 1.58
C 4.02 -4.19 0.72
C 5.42 -3.53 1.03
C 6.60 -4.32 0.38
C 6.37 -4.43 -1.13
C 5.04 -5.09 -1.57
N 3.94 -4.43 -0.78
O 2.71 -4.92 -1.11
C 4.89 -4.72 -3.03
C 4.97 -6.64 -1.40
C 2.94 -3.20 1.21
H 4.75 -6.13 1.36
H 3.14 -6.04 1.15
H 3.90 -5.25 2.66
H 5.48 -2.49 0.69
H 5.59 -3.47 2.10
H 6.73 -5.33 0.78
H 7.55 -3.79 0.48
H 7.22 -4.91 -1.61
H 6.50 -3.47 -1.63
H 5.50 -5.40 -3.62
H 3.91 -4.98 -3.45
H 4.98 -3.64 -3.13
H 4.05 -7.12 -1.74
H 5.77 -6.95 -2.07
H 5.26 -7.12 -0.47
H 2.95 -2.28 0.63
H 2.99 -2.92 2.26
H 1.96 -3.65 1.06
H 2.83 -5.86 -0.93
C -0.14 2.47 3.79
C -0.25 3.89 3.10
C -1.70 3.87 2.53
C -2.18 5.26 2.09
C -2.05 6.28 3.22
C -0.65 6.30 3.90
N -0.15 4.92 4.18
O 1.06 4.85 4.86
C 0.37 7.16 3.07
C -0.93 6.98 5.21
C 0.85 4.10 2.00
H 0.80 2.43 4.34
H -0.35 1.52 3.30
H -0.79 2.43 4.66
H -1.85 3.19 1.69
H -2.43 3.48 3.24
H -3.13 5.40 1.56
H -1.51 5.44 1.25
H -2.86 5.94 3.86
H -2.37 7.20 2.72
H 0.26 8.21 3.34
H 1.40 6.88 3.28
H 0.26 7.13 1.99
H -0.04 7.21 5.79
H -1.26 7.96 4.90
H -1.66 6.47 5.84
H 1.10 5.14 1.81
H 0.36 3.69 1.12
H 1.79 3.56 2.14
H 0.88 4.35 5.66
*
```

Summary:
ΔE to the lowest compared entry with this formula, charge and spin: 291.6 kJ/mol
E_LUMO: 0.18 eV
total energy: -2467.39106 Eh
HOMO: -8.3 eV
SMILES: CC1(C)CCCC(C)(C)N1O.CC1(C)CCCC(C)(C)N1O.COC[C@H](C)N.COC[C@H](C)N.OCCO.OCCO.OCCO.OCCO
strongest force on any atom: 3.3 eV/A

# C34H85FN2O9PS

10 unconnected molecules or ions with the total composition C34H85FN2O9PS at a distorted geometry (ωB97M-V/def2-TZVPD, the OMol25 dataset).

```
! RIJCOSX wB97M-V def2-TZVPD def2/J DEFGRID3
* xyz 1 1
C 6.39 -4.26 3.57
C 5.25 -3.32 2.92
C 5.88 -1.81 2.90
C 3.99 -3.30 3.93
C 2.55 -3.22 3.23
C 2.08 -3.38 1.77
N 0.63 -3.24 1.71
F -0.21 -3.34 0.68
C 0.25 -2.91 3.06
P -1.41 -2.52 3.87
S -1.01 -1.25 5.33
N 1.34 -2.95 3.99
H 6.22 -4.36 4.70
H 7.43 -3.81 3.43
H 6.43 -5.31 3.09
H 4.93 -3.67 1.87
H 5.13 -1.09 2.41
H 6.90 -1.79 2.38
H 5.97 -1.47 4.00
H 4.06 -2.38 4.63
H 4.00 -4.23 4.62
H 2.78 -3.61 0.90
H -2.38 -1.93 2.98
H -1.87 -3.74 4.49
H 1.38 -2.81 5.01
C -2.36 -0.51 -2.37
C -0.94 -0.51 -2.93
C -0.57 -1.88 -3.48
O -0.03 -0.15 -1.90
H -2.46 -1.22 -1.55
H -2.61 0.48 -1.97
H -3.09 -0.77 -3.15
H -0.86 0.23 -3.72
H -0.60 -2.64 -2.69
H 0.46 -1.87 -3.86
H -1.24 -2.19 -4.28
H -0.10 -0.80 -1.19
C 0.31 -6.17 -0.79
C -0.60 -6.34 -1.99
C -2.06 -6.19 -1.61
O -0.39 -7.63 -2.56
H 0.10 -6.93 -0.03
H 1.36 -6.30 -1.08
H 0.19 -5.18 -0.34
H -0.34 -5.61 -2.76
H -2.35 -6.95 -0.87
H -2.71 -6.33 -2.48
H -2.26 -5.20 -1.18
H -0.62 -8.29 -1.89
C -5.92 1.11 4.13
C -5.82 -0.23 3.42
C -6.46 -1.34 4.23
O -4.44 -0.54 3.19
H -5.40 1.08 5.09
H -5.44 1.90 3.54
H -6.96 1.39 4.31
H -6.31 -0.16 2.44
H -5.96 -1.45 5.20
H -6.37 -2.30 3.72
H -7.52 -1.14 4.41
H -4.00 -0.60 4.05
C 2.93 0.57 0.70
C 2.88 1.19 2.08
C 1.83 2.30 2.15
O 4.15 1.73 2.40
H 3.20 1.32 -0.06
H 3.69 -0.21 0.66
H 1.97 0.14 0.42
H 2.64 0.42 2.81
H 2.07 3.10 1.45
H 1.81 2.74 3.15
H 0.84 1.92 1.92
H 4.37 2.41 1.76
C 2.40 5.50 -0.39
C 3.16 6.07 0.80
C 3.96 7.30 0.41
O 4.04 5.08 1.33
H 3.09 5.18 -1.17
H 1.84 4.61 -0.09
H 1.71 6.23 -0.80
H 2.45 6.34 1.59
H 4.71 7.05 -0.35
H 4.51 7.69 1.27
H 3.32 8.09 0.01
H 4.67 4.84 0.64
C -6.09 -3.03 -4.73
C -6.18 -1.52 -4.62
C -7.18 -0.95 -5.61
O -4.89 -0.95 -4.87
H -5.76 -3.33 -5.73
H -5.36 -3.42 -4.02
H -7.06 -3.50 -4.53
H -6.47 -1.24 -3.61
H -6.88 -1.18 -6.64
H -7.22 0.14 -5.53
H -8.18 -1.35 -5.44
H -4.63 -1.19 -5.77
C 7.74 9.00 -2.48
C 6.34 9.42 -2.91
C 6.21 10.93 -2.96
O 5.38 8.88 -2.00
H 7.96 9.37 -1.47
H 7.82 7.91 -2.43
H 8.50 9.38 -3.17
H 6.12 9.00 -3.89
H 6.38 11.37 -1.97
H 5.20 11.22 -3.26
H 6.92 11.37 -3.66
H 5.57 9.25 -1.12
C -0.91 4.18 -3.04
C -0.99 5.69 -2.93
C -2.00 6.26 -3.92
O 0.29 6.26 -3.17
H -0.57 3.88 -4.04
H -0.17 3.78 -2.33
H -1.87 3.71 -2.84
H -1.28 5.97 -1.91
H -1.70 6.04 -4.95
H -2.04 7.35 -3.83
H -3.00 5.86 -3.74
H 0.56 6.02 -4.07
C -3.53 -8.34 3.03
C -3.62 -6.83 3.13
C -4.61 -6.26 2.13
O -2.33 -6.25 2.90
H -3.18 -8.64 2.03
H -2.81 -8.73 3.74
H -4.50 -8.81 3.21
H -3.93 -6.55 4.15
H -4.31 -6.49 1.10
H -4.66 -5.17 2.21
H -5.62 -6.67 2.29
H -2.06 -6.50 2.01
*
```

Summary:
ΔE to the lowest compared entry with this formula, charge and spin: 297.2 kJ/mol
E_LUMO: -4.12 eV
total energy: -2972.04931 Eh
HOMO: -11.3 eV
strongest force on any atom: 7.4 eV/A

Question: Which of these has the lowest strongest force on any atom?
Answer: C34H84N4O12